The following is a quantum chemistry calculation of a cluster of 8 separate species, C51H86F5N9O14S4 in total at a distorted geometry, from the Open Molecules 2025 dataset.

Structure (SMILES) ... COC[C@]1(C(=O)[O-])[C@@H](C[C@H](O)CN)O[C@@H](S(=O)(=O)C(F)(F)C(F)(F)F)C[N@@+]1(CCCCS(=O)(=O)O)SCC(=O)OC[C@@H](C)OC(=O)CS.CCCC#N.CCCC#N.CCCC#N.CCCC#N.CCCC#N.CCCC#N.CCCC#N
Orbital gap ... 7.90 eV
E_LUMO ... -0.5 eV
Max |F| ... 2.99 eV Å⁻¹
Spin multiplicity ... 1
Calculated total energy ... -5632.88979 a.u.

The geometry in XYZ format:
```
169
Properties=species:S:1:pos:R:3:forces:R:3:mulliken_charge:R:1
C 6.55811 -4.94178 3.09977 0.04 -0.45 0.23 -0.769
O 5.13914 -4.82957 3.09171 0.16 0.88 -0.16 -0.247
C 4.72209 -4.61182 1.77501 0.13 -0.28 -0.23 -1.756
C 3.18215 -4.70011 1.57776 1.45 -0.52 -0.80 1.667
C 2.69679 -5.72170 2.65546 -0.62 -1.48 1.74 0.017
O 2.49762 -5.33362 3.81967 -0.06 1.50 -0.61 -0.693
O 2.62757 -6.88890 2.27500 0.20 -0.27 -1.29 -0.699
C 3.04556 -5.21134 0.11676 -0.99 -0.68 0.82 -0.677
C 1.65814 -5.64176 -0.32575 -0.71 0.04 -1.51 -0.836
C 1.65749 -6.33272 -1.74054 -0.53 -0.66 0.23 -0.232
O 2.92026 -6.75769 -2.18102 0.23 0.44 -0.25 -0.709
C 0.96982 -5.45600 -2.81638 1.36 -0.10 -0.52 0.205
N 1.58573 -5.62224 -4.15652 -0.85 0.25 0.21 -0.650
O 3.71654 -4.33415 -0.81078 -0.48 0.33 0.13 -0.442
C 3.55101 -2.98332 -0.58768 0.47 -0.11 1.07 0.004
S 3.30004 -2.17421 -2.24746 2.26 -0.89 -1.75 1.350
O 3.20810 -3.18480 -3.24903 -1.50 -0.62 0.35 -0.609
O 4.40655 -1.30241 -2.52189 -0.37 1.15 1.27 -0.721
C 1.73819 -1.16548 -2.33497 -0.12 0.91 -0.15 0.673
F 1.68843 -0.73569 -3.59161 0.46 0.02 -0.46 -0.286
F 0.63938 -1.89451 -2.15063 -0.08 -0.51 0.58 -0.202
C 1.69130 0.11938 -1.41615 -0.81 0.09 -0.73 0.743
F 0.74245 -0.05616 -0.49424 0.27 -0.10 0.65 -0.254
F 1.32020 1.17126 -2.13081 0.04 0.17 -0.29 -0.330
F 2.85200 0.41016 -0.85610 0.22 -0.24 0.52 -0.260
C 2.47527 -2.59509 0.43651 -0.21 -0.03 -1.47 -1.157
N 2.53872 -3.34298 1.72544 -1.47 1.10 0.52 1.010
C 3.06920 -2.54911 2.88404 1.60 0.92 0.76 -1.292
C 4.19590 -1.53560 2.57236 -0.29 0.36 0.26 -0.352
C 3.75248 -0.06361 2.67283 0.39 -0.45 -0.35 -0.824
C 3.58190 0.41672 4.11350 0.03 0.16 -0.73 -0.821
S 2.95561 2.10361 4.10028 -0.43 0.60 0.43 1.272
O 3.42139 2.83203 5.22352 0.65 -0.15 0.28 -0.659
O 1.54412 2.09268 3.86452 -0.23 -0.53 -0.54 -0.562
O 3.62956 2.76199 2.79724 0.23 -0.37 0.39 -0.569
S 0.77854 -3.62066 2.17308 -0.29 -0.69 0.79 -0.068
C -0.00076 -1.99914 2.00320 -0.67 0.07 -1.03 0.913
C -1.30304 -2.09569 2.82633 0.24 -0.68 1.68 -0.483
O -1.26058 -2.44417 3.97746 -0.07 0.60 -0.81 -0.459
O -2.47637 -1.80752 2.21165 0.49 -0.55 0.08 -0.034
C -2.79255 -2.78484 1.21125 -0.28 0.57 -1.06 -0.360
C -4.28572 -3.09630 1.16736 -0.14 -1.43 1.02 0.214
C -4.70897 -4.08780 2.25676 -0.15 0.39 -0.32 -1.523
O -5.11024 -1.94079 1.34194 0.71 0.51 -0.70 -0.372
C -5.19495 -1.15595 0.23686 -0.32 0.73 -0.71 0.228
O -5.25781 -1.56969 -0.89136 0.34 -0.31 0.44 -0.552
C -5.26842 0.35340 0.48792 -0.10 -0.49 0.78 -0.168
S -4.36805 0.73834 2.02860 0.30 -0.02 0.39 -0.143
H 6.92457 -4.55337 4.04630 0.04 0.15 -0.04 0.294
H 6.83785 -5.99909 3.04549 -0.02 0.00 -0.10 0.313
H 7.01731 -4.41926 2.25421 0.02 0.13 0.26 0.252
H 5.18205 -5.39712 1.16503 -0.35 -0.09 -0.17 0.935
H 5.13307 -3.68086 1.35410 -0.02 0.08 0.31 0.212
H 3.62270 -6.12886 0.12472 0.19 0.04 -0.05 1.174
H 1.20983 -6.35769 0.35612 0.46 0.14 0.51 0.771
H 0.93368 -4.82515 -0.42168 0.16 0.13 0.22 -0.186
H 1.02678 -7.23031 -1.64921 -0.01 0.03 0.17 0.354
H 3.25704 -7.42594 -1.58142 0.06 -0.19 0.29 0.124
H 1.13551 -4.42123 -2.52148 -0.38 0.08 -0.04 -0.588
H -0.08885 -5.70380 -2.88849 -0.14 0.25 0.53 0.514
H 1.58936 -4.70022 -4.57687 0.32 -0.02 -0.11 0.205
H 0.92684 -6.14717 -4.72042 0.20 -0.18 -0.13 0.261
H 4.52087 -2.59254 -0.26109 0.00 0.44 -0.48 0.302
H 1.52552 -2.82370 -0.04328 -0.08 -0.30 0.23 0.520
H 2.43585 -1.51901 0.57907 0.41 -0.02 0.46 -0.358
H 2.28547 -1.98809 3.38688 -0.44 -0.17 -0.41 0.983
H 3.42663 -3.22891 3.65450 -0.27 -0.60 -0.40 0.587
H 4.97893 -1.67662 3.31941 0.11 -0.20 -0.11 0.765
H 4.68020 -1.65986 1.60613 -0.08 -0.20 -0.01 0.044
H 2.86063 0.11303 2.06258 -0.16 0.02 0.19 -0.122
H 4.54484 0.52438 2.21220 -0.04 0.15 0.03 0.723
H 2.87003 -0.17406 4.68973 -0.20 0.17 0.00 0.493
H 4.54063 0.36690 4.62507 0.02 0.32 0.09 0.333
H 2.93034 2.92090 2.14952 -0.07 0.03 -0.04 0.237
H -0.29866 -1.81367 0.96906 0.26 0.14 -0.01 0.114
H 0.58184 -1.15080 2.36548 0.05 -0.10 0.21 0.085
H -2.49404 -2.39825 0.22886 0.08 0.09 0.07 0.267
H -2.26407 -3.72843 1.36743 0.00 0.02 0.12 0.320
H -4.47063 -3.59768 0.21740 -0.04 0.39 -0.25 0.402
H -4.87650 -3.55002 3.18663 0.07 -0.13 0.15 0.337
H -5.63351 -4.56227 1.93187 -0.11 0.03 0.22 0.416
H -3.96594 -4.87134 2.39187 0.06 0.04 0.06 0.380
H -4.85504 0.83881 -0.38678 -0.07 0.08 -0.04 0.278
H -6.32625 0.58585 0.60942 0.00 0.22 -0.17 0.354
H -4.13285 2.06471 1.95928 -0.39 -0.15 -0.51 0.062
C 9.86335 -5.93153 -0.77556 -0.03 -0.02 0.01 -1.312
C 8.59233 -5.27023 -1.29659 0.15 -0.23 0.05 -0.059
C 8.65115 -3.73904 -1.24220 -0.10 -0.22 0.18 -0.287
C 8.82809 -3.27742 0.14143 0.05 0.24 0.06 0.292
N 8.96838 -2.92892 1.22927 -0.11 -0.11 -0.28 -0.519
H 10.03400 -5.69826 0.27661 0.01 0.05 -0.02 0.347
H 9.78940 -7.01543 -0.86047 0.02 0.01 -0.02 0.371
H 10.73671 -5.60635 -1.34447 0.01 -0.01 0.02 0.327
H 7.73917 -5.62537 -0.71436 -0.06 0.07 -0.05 -0.002
H 8.42429 -5.57812 -2.32956 -0.08 0.10 -0.01 0.379
H 7.72832 -3.31180 -1.63667 0.02 0.08 0.00 0.163
H 9.48004 -3.36452 -1.84415 0.01 0.04 0.03 0.347
C -4.99900 4.32406 -0.51959 -0.16 -0.40 0.14 -0.738
C -4.89642 4.57211 -2.01558 0.17 -0.11 0.20 -0.413
C -6.23246 5.00076 -2.62929 0.09 -0.17 0.02 -0.423
C -7.24399 3.95301 -2.44127 -0.23 0.00 -0.09 0.256
N -8.02802 3.12386 -2.29392 0.21 0.18 -0.03 -0.514
H -5.68944 3.50568 -0.29361 -0.07 0.03 -0.12 0.387
H -4.02969 4.05168 -0.11087 0.01 0.00 0.01 0.151
H -5.34676 5.21615 -0.00584 0.05 -0.19 -0.02 0.127
H -4.53658 3.66588 -2.51132 -0.05 0.04 -0.11 0.349
H -4.15433 5.35176 -2.19824 -0.09 0.07 -0.05 0.202
H -6.11932 5.18585 -3.69830 -0.09 0.00 -0.02 0.356
H -6.58591 5.92058 -2.16070 -0.01 -0.02 0.06 0.257
C 0.90665 4.20784 0.88153 0.04 0.12 -0.08 -0.240
C 0.65810 4.09386 -0.61871 0.17 -0.15 0.20 -0.273
C -0.01949 5.33396 -1.21186 -0.09 -0.31 0.13 -0.383
C -1.32739 5.54929 -0.58242 -0.15 0.26 -0.04 0.175
N -2.34789 5.71786 -0.07904 0.50 0.11 -0.05 -0.310
H -0.02535 4.30277 1.43884 0.02 -0.02 0.03 0.338
H 1.41130 3.31273 1.25047 -0.18 -0.05 -0.05 -0.587
H 1.53295 5.07256 1.11266 -0.01 -0.01 0.02 0.435
H 0.04028 3.21482 -0.81153 -0.02 0.04 -0.09 0.159
H 1.60954 3.93552 -1.12988 -0.05 0.04 -0.10 0.374
H -0.16449 5.20557 -2.28482 -0.04 0.07 -0.01 0.346
H 0.59508 6.22133 -1.05784 -0.02 0.04 0.03 0.133
C -4.63600 10.60971 1.59431 -0.33 -0.11 -0.07 -1.122
C -4.15285 9.44407 2.44590 -0.10 0.27 0.03 -0.656
C -3.68527 8.24091 1.61991 -0.25 0.15 0.17 0.321
C -4.77885 7.72084 0.79393 0.01 -0.16 -0.19 0.344
N -5.64131 7.31269 0.15181 0.11 0.46 0.15 -0.573
H -5.50923 10.33697 0.99682 0.00 -0.08 0.05 0.412
H -4.92646 11.44579 2.23052 0.06 0.03 -0.02 0.339
H -3.85726 10.95388 0.92386 0.00 0.03 -0.03 0.232
H -4.95816 9.13403 3.11563 0.06 -0.10 0.02 0.367
H -3.32520 9.78109 3.07247 0.05 -0.08 -0.03 0.349
H -3.33895 7.44280 2.27653 0.02 -0.09 -0.11 0.375
H -2.85886 8.52055 0.96570 -0.01 -0.02 -0.05 -0.393
C -11.08745 5.12880 -2.29848 -0.01 -0.07 0.04 -1.130
C -11.33743 4.97993 -3.79376 0.13 -0.07 0.22 -0.346
C -12.05594 6.18882 -4.40434 -0.08 -0.27 0.12 -0.416
C -13.37128 6.38282 -3.78086 -0.17 0.21 -0.04 0.235
N -14.39979 6.53480 -3.28912 0.26 -0.08 -0.11 -0.422
H -12.02248 5.20446 -1.74098 -0.02 0.07 -0.05 0.414
H -10.54915 4.26154 -1.91808 0.06 0.04 -0.02 0.280
H -10.48944 6.01823 -2.08706 -0.01 0.00 0.02 0.282
H -11.92549 4.07737 -3.97009 -0.01 0.03 -0.09 0.283
H -10.38174 4.84370 -4.30363 -0.05 0.02 -0.08 0.243
H -12.19890 6.04291 -5.47534 -0.05 0.07 -0.01 0.294
H -11.46549 7.09520 -4.26292 -0.03 0.03 0.01 0.274
C 0.25507 9.30355 -0.62681 0.01 -0.02 -0.01 -0.453
C 0.45926 10.74087 -1.09005 0.01 -0.23 -0.08 -0.585
C 0.49679 11.74511 0.06663 -0.19 -0.13 -0.15 -0.565
C -0.76727 11.72518 0.81282 -0.08 0.16 0.19 0.302
N -1.76384 11.71011 1.38737 0.54 0.02 -0.12 -0.418
H -0.70388 9.17688 -0.12197 0.02 0.03 0.04 -0.153
H 0.26456 8.62754 -1.48239 0.01 0.00 -0.01 0.270
H 1.04698 8.99507 0.05980 -0.02 -0.01 0.01 0.345
H -0.34143 11.00990 -1.78133 0.03 0.09 0.01 0.318
H 1.39719 10.80859 -1.64390 0.00 0.11 0.03 0.363
H 0.65752 12.75290 -0.31595 -0.01 0.04 0.08 0.304
H 1.31145 11.51106 0.75328 -0.01 0.01 0.04 0.282
C 4.24893 -11.85030 -1.92063 0.00 -0.03 0.01 -1.131
C 3.08331 -11.90915 -0.93951 0.20 -0.14 -0.15 -0.485
C 2.36036 -10.56614 -0.79104 0.16 -0.15 0.14 -0.470
C 3.27818 -9.53750 -0.28947 -0.24 0.00 0.03 0.393
N 4.00046 -8.74158 0.11506 0.11 0.06 -0.22 -0.436
H 5.01989 -11.15590 -1.58390 -0.04 0.04 -0.01 0.332
H 4.71424 -12.83129 -2.01757 -0.02 0.00 -0.03 0.343
H 3.91333 -11.53579 -2.91087 0.02 0.01 0.00 0.301
H 3.45100 -12.23607 0.03475 -0.09 0.04 0.04 0.301
H 2.36592 -12.65833 -1.27911 -0.08 0.06 0.06 0.324
H 1.52843 -10.65801 -0.09246 -0.01 0.10 0.01 0.363
H 1.96016 -10.23879 -1.75237 0.02 0.06 0.00 0.276
```
Positions in Å, forces in eV/Å.